65
Properties=species:S:1:pos:R:3:forces:R:3 method="wB97M-V/def2-TZVPD" multiplicity=6 e_tot_ha=-4686.5411 homo_lumo_gap_ev="4.45 / 4.48" total_charge=-1 molar_mass_g_mol=763.6 s_squared=9.1578
Sm 0.282561 -0.003248 0.427522 -1.1 -0.1 -0.5
Cl 2.253549 -0.055466 -1.502512 0.5 0.0 -0.1
N 0.184003 2.203135 0.075948 -0.4 4.9 -2.0
N 0.093856 -2.207466 0.114531 -0.5 -5.1 -2.3
C -0.295003 2.991688 -0.884289 2.7 -2.2 2.6
C -0.371062 -2.991856 -0.866590 2.9 2.3 3.0
C 1.212552 2.991106 0.844309 -0.4 0.1 0.2
C 1.526924 4.158861 -0.139560 -0.3 -1.5 -0.7
C 2.449173 2.167585 1.256247 0.2 0.4 -0.3
C 0.519943 3.483708 2.115859 0.1 0.2 0.0
H 2.930981 1.736459 0.376889 0.1 0.0 0.0
H 2.221767 1.344527 1.964546 -0.1 0.5 -0.2
H 3.160510 2.846110 1.770682 -0.3 -0.4 -0.2
H -0.387018 4.016333 1.809032 0.3 0.2 0.4
H 1.197082 4.117804 2.732459 -0.5 -0.3 -0.4
H 0.196091 2.608857 2.701375 0.2 0.4 -0.1
C 1.099593 -3.011759 0.900145 -0.4 -0.1 0.1
C 1.404152 -4.200231 -0.062628 -0.2 1.6 -0.7
C 0.372329 -3.469122 2.160844 0.1 -0.2 0.0
C 2.354587 -2.220503 1.320095 0.2 -0.4 -0.3
H 2.858458 -1.805612 0.444841 0.1 0.0 0.0
H 3.041564 -2.920679 1.840016 -0.3 0.4 -0.2
H 2.145320 -1.393251 2.027648 -0.1 -0.4 -0.2
H -0.544135 -3.975185 1.836151 0.3 -0.2 0.4
H 0.061880 -2.575914 2.722882 0.2 -0.5 0.0
H 1.013391 -4.117374 2.801075 -0.4 0.3 -0.4
O 0.266703 -4.182003 -1.026352 -0.2 0.5 0.7
H 1.451733 -5.175337 0.434951 0.0 0.3 -0.3
H 2.299465 -3.922342 -0.667309 -0.5 -0.7 0.4
O 0.358098 4.169886 -1.070316 -0.1 -0.5 0.8
H 2.392960 3.840364 -0.765289 -0.4 0.7 0.4
H 1.620444 5.138744 0.343495 0.0 -0.3 -0.4
C -1.420693 2.553402 -1.709127 -1.3 1.2 -1.8
C -1.452601 -2.537453 -1.733546 -1.3 -1.2 -1.9
C -1.376706 -1.211157 -2.507059 -0.3 1.5 -0.2
H -2.358564 -2.452517 -1.103087 0.3 -0.2 0.0
H -1.604798 -3.370047 -2.473507 -0.1 0.7 0.8
C -1.306450 0.008921 -1.708855 1.9 -0.1 -1.9
C -1.368263 1.234762 -2.496676 -0.3 -1.4 -0.2
H -1.893087 -0.009156 -0.047021 -0.1 0.1 -0.3
C -1.582576 1.236606 -3.923975 -0.3 -0.1 1.8
C -1.706121 0.024370 -4.622495 0.1 0.0 0.5
C -1.845029 2.535645 -4.655391 0.2 -0.5 -0.2
C -1.590223 -1.194011 -3.936053 -0.3 0.0 1.8
H -1.953826 0.031045 -5.706463 0.3 0.0 0.8
C -1.861877 -2.484139 -4.679731 0.2 0.5 -0.2
H -1.988636 -2.232715 -5.740836 0.1 -0.3 0.2
H -2.780497 -2.964346 -4.318052 0.2 0.0 -0.1
H -1.021680 -3.172719 -4.558251 -0.1 -0.1 -0.2
H -2.763348 3.015500 -4.292489 0.2 0.0 -0.1
H -1.968604 2.294931 -5.718843 0.1 0.3 0.2
H -1.002544 3.219154 -4.522971 -0.1 0.1 -0.2
H -1.608727 3.394825 -2.429845 -0.1 -0.7 0.8
H -2.298949 2.458898 -1.042855 0.3 0.2 -0.1
Cl -2.481415 -2.202917 2.165539 0.1 -0.7 -0.2
C -1.700467 -1.033957 3.173138 -0.3 0.4 2.7
C -1.086268 0.062681 2.552064 -0.7 -0.1 -1.6
C -1.694085 1.236613 3.011410 -0.3 -0.1 2.8
Cl -2.404090 2.317046 1.869643 0.1 0.7 -0.3
C -2.084840 1.408809 4.379024 -0.2 -1.7 -1.1
Cl -2.674578 2.927731 4.912290 -0.1 0.3 0.4
C -2.211176 0.241783 5.184714 0.6 0.0 -1.2
Cl -2.720386 0.358792 6.817883 0.0 0.0 0.4
C -2.064257 -1.028749 4.557397 -0.3 1.5 -1.4
Cl -2.626188 -2.462950 5.311430 -0.1 -0.2 0.3

---

68
Properties=species:S:1:pos:R:3:forces:R:3 method="wB97M-V/def2-TZVPD" multiplicity=1 de_lowest_kj_mol=47.5 e_tot_ha=-1989.4817 homo_lumo_gap_ev="4.14 / 4.14" total_charge=+3 molar_mass_g_mol=732.8
Os -0.727909 0.921061 -1.143446 -0.3 0.3 0.5
C -1.779207 1.172161 -3.716439 0.0 0.1 0.0
N -0.517715 0.557064 -3.210709 0.5 0.0 0.0
C 0.598353 1.024972 -4.079385 -0.2 0.0 -0.1
C -0.559613 -0.931678 -3.337458 -0.1 -0.1 -0.1
C -1.639117 -1.490051 -2.455406 0.0 -0.1 0.0
N -1.594188 -0.741306 -1.187084 -0.3 -0.2 -0.1
C -2.394414 -1.204331 -0.118247 0.0 -0.1 0.0
C -2.592793 -0.342220 0.957232 0.0 -0.1 0.0
F -1.995541 0.897133 0.864031 -0.4 0.2 -0.6
C -3.342487 -0.646792 2.062637 0.0 0.0 0.1
F -3.469883 0.247928 3.025533 0.0 0.0 0.0
C -3.945063 -1.892623 2.142828 0.0 0.0 0.0
C -3.763952 -2.782512 1.104196 0.0 0.0 0.0
F -4.307785 -3.977110 1.148840 0.0 0.0 0.0
C -2.998249 -2.460782 -0.015236 0.0 0.0 -0.1
F -2.839177 -3.382811 -0.953441 -0.1 0.0 0.1
H -1.999687 0.796710 -4.717101 0.0 0.0 0.0
H -1.659711 2.253113 -3.762884 0.0 0.0 0.0
H -2.623381 0.926019 -3.063957 0.0 0.0 0.0
H 0.381311 0.728154 -5.107139 0.0 0.0 0.0
H 1.531836 0.563752 -3.787003 0.1 0.0 0.0
H 0.679558 2.100980 -4.056817 0.0 0.1 0.0
H 0.419636 -1.299585 -3.031916 0.0 0.0 0.0
H -0.725513 -1.223741 -4.376938 0.0 0.1 0.0
H -1.456704 -2.551098 -2.301737 0.0 0.0 0.1
H -2.644558 -1.407015 -2.878514 0.0 0.0 0.0
H -4.546443 -2.162510 3.002336 0.0 0.0 0.0
N -0.984399 7.084886 -0.945292 0.0 0.0 0.0
C -0.797726 5.783898 -0.968011 0.0 0.0 0.0
C -1.284829 4.933066 0.064959 0.0 0.0 0.0
C -1.115092 3.596390 -0.033602 0.2 0.0 -0.1
N -0.487974 2.954132 -1.092239 -0.5 0.4 0.1
C 0.053552 3.802935 -2.032559 0.0 -0.2 0.1
C -0.071890 5.147731 -2.017541 0.0 0.1 0.0
H -1.485518 7.534266 -0.192372 0.0 0.0 0.0
H -0.629478 7.684424 -1.676300 0.0 0.0 0.0
H -1.784838 5.347324 0.930155 0.0 0.0 0.0
H -1.475254 2.969972 0.765926 -0.1 -0.1 0.0
H 0.656740 3.341041 -2.792205 0.0 0.0 -0.1
H 0.399161 5.737097 -2.793090 0.0 0.0 0.0
C 0.324485 0.348089 2.248570 0.0 0.2 0.0
C 1.217758 0.216327 1.072908 0.0 0.0 0.1
N 0.926846 0.404354 -0.243114 0.7 -0.2 -0.1
C 2.107359 0.173644 -0.958859 0.0 -0.1 0.2
C 3.077109 -0.145592 -0.086425 0.0 -0.1 -0.1
N 2.501443 -0.126275 1.166163 -0.1 0.2 0.2
C 3.222141 -0.394718 2.447317 0.0 -0.1 0.1
N 2.683579 -1.506249 3.131526 0.0 0.1 0.1
N 1.923130 -1.286483 4.262856 0.0 -0.1 -0.1
N 1.506089 -2.396714 4.701049 0.1 0.0 -0.1
C 1.972447 -3.412436 3.874501 -0.2 -0.1 0.2
C 1.771445 -4.793492 3.947178 0.1 0.0 0.1
C 2.333431 -5.556211 2.951205 0.1 0.0 -0.1
C 3.089352 -4.971861 1.911829 -0.1 0.0 0.0
C 3.301373 -3.611595 1.835805 0.0 0.0 0.0
C 2.726616 -2.848427 2.855078 0.0 0.0 -0.2
H -0.570973 0.902873 1.999907 0.5 0.0 0.3
H 0.833874 0.868746 3.058650 0.1 -0.1 0.0
H 0.048627 -0.633885 2.636734 0.0 0.0 0.0
H 2.164024 0.266791 -2.020785 0.0 0.0 -0.1
H 4.114803 -0.390598 -0.239556 0.0 0.0 0.0
H 3.121011 0.473979 3.095773 0.0 0.0 0.0
H 4.272393 -0.532566 2.193182 0.0 0.0 -0.1
H 1.231784 -5.234310 4.774025 -0.1 0.0 0.0
H 2.207062 -6.629732 2.965443 0.0 0.0 0.0
H 3.526313 -5.615426 1.159964 0.0 0.0 0.0
H 3.886420 -3.178276 1.034469 0.1 0.0 0.0

---

68
Properties=species:S:1:pos:R:3:forces:R:3 method="wB97M-V/def2-TZVPD" multiplicity=6 de_lowest_kj_mol=30.0 e_tot_ha=-2499.4494 homo_lumo_gap_ev="7.09 / 5.93" total_charge=+2 molar_mass_g_mol=875.9 s_squared=8.7701
Ru -0.468448 1.128058 0.916796 0.1 0.2 0.8
C 0.720019 4.758324 -1.078963 -0.1 0.0 0.1
O -0.605912 4.917426 -0.428943 -0.1 -0.1 0.1
C -0.970512 3.731323 -0.065884 0.0 0.1 0.0
N -0.138587 2.754174 -0.272053 -0.2 -0.1 0.0
C 1.159421 3.338407 -0.671020 0.0 0.0 -0.1
C 1.854555 2.552959 -1.748842 0.1 0.0 0.0
C 1.149160 1.954995 -2.787469 0.0 0.0 0.0
C 1.828941 1.266687 -3.783040 0.0 0.0 0.0
C 3.214717 1.175199 -3.746594 0.0 0.0 0.0
C 3.920488 1.769699 -2.708420 0.0 0.0 0.0
C 3.242355 2.450879 -1.708267 0.0 0.0 0.0
C -2.278262 3.427148 0.551465 0.0 0.1 0.0
C -3.364573 4.258463 0.731794 0.1 0.0 0.0
C -4.536003 3.679587 1.217499 0.0 0.0 0.0
C -4.615946 2.306753 1.428094 0.0 0.0 0.0
C -3.477566 1.548383 1.210480 -0.1 0.1 0.0
N -2.338289 2.126479 0.849414 0.0 0.0 0.0
C -3.391858 0.074026 1.134708 0.0 -0.1 0.0
N -2.323722 -0.501007 0.737464 0.1 0.2 -0.3
C -2.679406 -1.906722 0.452654 0.0 -0.1 0.1
C -4.073104 -2.031068 1.113660 0.0 0.0 0.0
O -4.478601 -0.641010 1.332086 0.0 0.1 0.0
C -1.697457 -2.947912 0.927412 -0.1 -0.1 0.0
C -1.789468 -4.227431 0.377847 0.0 0.1 0.0
C -1.000405 -5.259300 0.863210 0.0 0.0 0.0
C -0.085040 -5.015804 1.881271 -0.1 0.0 0.0
C 0.034957 -3.737545 2.406544 0.0 0.0 0.0
C -0.777227 -2.703860 1.941367 -0.1 0.1 0.0
H 1.348386 5.554226 -0.695070 0.0 0.0 0.0
H 0.552483 4.861843 -2.149063 0.0 0.0 0.0
H 1.773586 3.361345 0.230559 0.0 0.0 0.0
H 0.067980 2.031504 -2.836029 0.0 0.0 0.0
H 1.276331 0.815200 -4.596599 0.0 0.0 0.0
H 3.744607 0.655530 -4.533604 0.0 0.0 0.0
H 4.999855 1.704539 -2.677457 0.0 0.0 0.0
H 3.793059 2.899619 -0.889755 0.0 0.0 0.0
H -3.304458 5.311047 0.493648 0.0 0.0 0.0
H -5.407319 4.297994 1.385455 0.0 0.0 0.0
H -5.539964 1.831651 1.725942 0.0 0.0 0.0
H -2.768906 -1.992170 -0.635025 0.0 0.0 0.0
H -4.037287 -2.520842 2.085145 0.0 0.0 0.0
H -4.824362 -2.488656 0.478352 0.0 0.0 0.0
H -2.499856 -4.426538 -0.417180 0.0 0.0 0.0
H -1.101487 -6.254206 0.449738 0.0 0.0 0.0
H 0.524625 -5.822669 2.266121 0.0 0.0 0.0
H 0.742038 -3.535146 3.200759 0.0 0.0 0.0
H -0.698997 -1.722924 2.389445 0.0 0.0 0.0
C 2.209606 -4.305866 -0.580364 0.0 0.1 -0.1
Sb 1.865406 -2.278509 -0.034022 0.1 -0.2 0.1
C 0.475213 -1.569658 -1.465642 0.1 0.0 -0.3
C 3.678308 -1.275493 -0.480502 0.0 0.0 -0.1
H 2.635627 -4.304199 -1.584414 0.0 0.0 0.0
H 1.269604 -4.848865 -0.573195 0.0 0.0 0.0
H 2.907536 -4.767824 0.112854 0.0 0.1 0.0
H 1.066739 -1.203578 -2.307888 0.0 0.0 0.0
H -0.124219 -0.743203 -1.090654 0.0 -0.1 0.1
H -0.168451 -2.385098 -1.787899 0.0 0.0 0.1
H 3.974834 -1.633269 -1.468884 0.0 0.0 0.0
H 4.439197 -1.515342 0.255937 0.0 0.0 0.0
H 3.503110 -0.203023 -0.505284 0.0 0.0 0.0
F 3.775184 0.211381 2.107669 0.0 0.0 0.1
Te 2.156534 0.968369 2.672057 -0.1 0.0 -0.7
F -0.640453 0.344869 2.666288 -0.3 0.0 -0.3
F 0.402399 2.545564 2.317891 0.0 -0.1 0.0
F 1.691950 -0.941400 2.755151 0.1 0.0 0.1
F 2.927936 2.477531 1.780751 0.0 0.0 0.0
O 1.279419 0.618928 0.860479 0.4 0.0 0.4

---

63
Properties=species:S:1:pos:R:3:forces:R:3 method="wB97M-V/def2-TZVPD" multiplicity=1 smiles="CCC(C)(C)NC(=O)[C@H](c1ccccc1F)N(Cc1ccco1)C(=O)Cn1nnc2ccccc21" de_lowest_kj_mol=14.3 e_tot_ha=-1606.9401 homo_lumo_gap_ev=8.91 molar_mass_g_mol=477.5
C -0.764002 -4.731249 0.020241 -0.2 0.1 -0.1
C -1.912663 -3.838893 -0.433662 0.2 0.1 0.2
C -1.926723 -2.435631 0.206613 -0.3 -0.2 0.1
C -3.141110 -1.663507 -0.321707 0.2 -0.1 0.1
C -2.006109 -2.499479 1.729847 0.2 -0.1 -0.1
N -0.747287 -1.692636 -0.241438 -0.4 -0.1 -0.3
C 0.458349 -1.577632 0.333458 0.3 0.3 -0.5
O 0.810127 -2.089413 1.375154 0.1 -0.2 0.4
C 1.352675 -0.621525 -0.501055 0.0 -0.2 -0.2
C 2.838551 -0.646199 -0.237616 0.0 -0.1 -0.2
C 3.430061 -1.061112 0.948340 0.1 -0.1 0.0
C 4.804548 -1.009594 1.111680 0.1 0.0 0.1
C 5.617502 -0.531975 0.100129 -0.1 -0.1 0.0
C 5.054697 -0.109621 -1.091808 -0.2 0.0 -0.1
C 3.684560 -0.175147 -1.239598 0.1 -0.1 0.2
F 3.146388 0.253633 -2.404890 0.0 0.0 0.1
N 0.825940 0.737258 -0.309250 0.2 -0.1 -0.1
C 1.285469 1.449520 0.868148 0.2 0.3 0.3
C 2.564210 2.187829 0.611621 -0.2 0.3 -0.7
C 3.013114 2.893858 -0.466561 -0.4 -0.3 0.5
C 4.316850 3.336721 -0.132386 0.2 -0.1 0.5
C 4.558644 2.870261 1.120379 0.4 0.5 -0.6
O 3.505937 2.171513 1.576573 -0.3 -0.2 0.3
C -0.041731 1.208645 -1.217700 -0.1 0.4 0.1
O -0.484970 0.522493 -2.126066 -0.2 0.0 -0.4
C -0.550795 2.644674 -1.032073 0.3 -0.2 -0.2
N -1.666323 2.610109 -0.131104 -0.8 0.0 0.0
N -1.532483 2.884622 1.175182 0.8 0.4 0.2
N -2.625639 2.694902 1.788451 -0.2 0.1 0.7
C -3.561763 2.264139 0.897361 0.3 -0.2 -1.3
C -4.903474 1.910227 1.046437 0.1 0.0 0.0
C -5.569207 1.497824 -0.082398 -0.2 0.0 0.2
C -4.940485 1.429754 -1.335988 0.1 0.1 -0.1
C -3.620536 1.774467 -1.510760 0.0 0.0 -0.2
C -2.939532 2.194693 -0.374280 -0.4 0.0 0.8
H 0.193051 -4.238722 -0.128581 0.1 0.0 0.0
H -0.766842 -5.655249 -0.553908 0.0 -0.1 0.0
H -0.857527 -4.983766 1.072282 0.1 -0.1 0.1
H -1.857255 -3.711853 -1.518055 -0.1 0.0 0.0
H -2.861296 -4.328211 -0.205471 -0.1 0.0 0.0
H -3.167566 -0.662633 0.102948 0.0 0.1 0.0
H -4.060561 -2.172939 -0.047188 -0.1 -0.1 0.0
H -3.105303 -1.576808 -1.405863 0.0 0.0 -0.2
H -2.093641 -1.494991 2.138702 0.0 0.1 0.1
H -1.118351 -2.958854 2.148861 -0.1 0.0 0.1
H -2.881659 -3.072750 2.023148 -0.2 0.0 0.0
H -0.878541 -1.218092 -1.127727 0.2 0.1 0.1
H 1.194325 -0.856607 -1.561842 0.0 0.1 0.3
H 2.808564 -1.444597 1.740414 0.0 0.0 0.0
H 5.238776 -1.338820 2.043005 0.0 0.0 0.1
H 6.687310 -0.483383 0.233516 0.1 0.0 0.0
H 5.657089 0.272345 -1.900608 0.0 0.1 -0.1
H 1.469724 0.714402 1.656726 -0.1 0.1 0.0
H 0.502097 2.124940 1.231164 0.2 -0.2 0.0
H 2.503361 3.058986 -1.393831 -0.2 0.0 -0.2
H 4.972535 3.920108 -0.744854 0.2 0.1 -0.1
H 5.404361 2.963090 1.771386 0.1 -0.1 0.2
H 0.208091 3.314683 -0.629787 -0.1 0.0 0.0
H -0.889995 3.001026 -2.008738 0.1 0.0 0.2
H -5.380205 1.962803 2.011316 -0.1 0.0 0.1
H -6.608307 1.213160 -0.012177 -0.1 0.0 0.0
H -5.514955 1.092814 -2.185581 0.0 0.0 -0.1
H -3.130054 1.706413 -2.468534 0.0 -0.1 -0.1